CH5N3O | ωB97M-V/def2-TZVPD

```
10
Properties=species:S:1:pos:R:3
N -0.900 -1.355 -0.986
N -0.717 -0.053 -0.266
C 0.688 0.350 0.214
N 0.742 1.321 1.072
O 1.660 -0.112 -0.485
H -0.514 -1.326 -2.001
H -0.729 -2.166 -0.284
H -1.666 0.429 -0.327
H -0.037 1.041 1.808
H 1.474 1.870 1.256
```

**ΔE to the lowest compared entry with this formula, charge and spin**: 48.5 kcal/mol
**Highest occupied orbital energy**: -0.3376 hartree
**SMILES**: NNC(N)=O
**Kohn-Sham gap**: 9.9623 eV
**LUMO**: 0.78 eV

CH5N3O | ωB97M-V/def2-TZVPD

```
10
Properties=species:S:1:pos:R:3
N -1.519 -0.249 0.225
N -0.347 -0.856 -0.325
C 0.971 -0.322 -0.084
N 0.973 1.033 0.000
O 1.920 -0.995 0.218
H -1.924 0.316 -0.473
H -1.479 0.067 1.148
H -0.366 -1.920 -0.300
H -0.086 1.519 -0.185
H 1.857 1.408 -0.225
```

**ΔE to the lowest compared entry with this formula, charge and spin**: 19.3 kcal/mol
**Highest occupied orbital energy**: -0.3583 hartree
**SMILES**: NNC(N)=O
**Kohn-Sham gap**: 10.5095 eV
**LUMO**: 0.76 eV

CH5N3O3 | ωB97M-V/def2-TZVPD

```
12
Properties=species:S:1:pos:R:3
N -1.055 -1.361 -2.176
N -0.308 -1.458 -1.098
N 0.113 -0.511 -0.470
O -0.272 0.794 -0.892
H -1.469 -0.470 -2.433
H -1.488 -2.215 -2.484
H 0.127 1.392 -0.233
O 0.924 2.061 1.473
C 1.177 1.288 2.356
O 1.084 -0.016 2.261
H 1.520 1.591 3.355
H 0.791 -0.307 1.357
```

**ΔE to the lowest compared entry with this formula, charge and spin**: 0.0 kcal/mol
**Highest occupied orbital energy**: -0.3612 hartree
**SMILES**: N/N=N\O.O=CO
**Kohn-Sham gap**: 10.8042 eV
**LUMO**: 0.97 eV

CH5N3OS | ωB97M-V/def2-TZVPD

```
11
Properties=species:S:1:pos:R:3
C 0.542 0.558 -0.311
N -0.425 -0.485 -0.185
N 1.034 1.028 0.982
N -0.263 -1.680 -0.730
O 3.461 1.387 0.292
S 2.670 1.060 1.477
H 1.387 0.205 -0.905
H 0.082 1.422 -0.822
H -1.256 -0.249 0.354
H 0.423 0.841 1.763
H -1.008 -2.305 -0.434
```

**ΔE to the lowest compared entry with this formula, charge and spin**: 64.6 kcal/mol
**Highest occupied orbital energy (alpha / beta)**: -0.2829 / -0.2920 hartree
**Kohn-Sham gap (alpha / beta)**: 7.2914 / 8.5589 eV
**LUMO (alpha / beta)**: -0.41 / 0.61 eV